(1)
Computed, not measured: C30H19Br4N2O4S3Se2Te3Y as an isolated structure at a distorted geometry, with ωB97M-V/def2-TZVPD.

Structure (XYZ):
```
68
Properties=species:S:1:pos:R:3:forces:R:3
Y 0.67653 0.52291 -0.18313 -0.540 -0.249 -0.868
Br -1.12471 0.70632 -7.16204 -0.007 -0.005 -0.043
C -1.13511 0.97721 -5.28905 0.078 -0.022 0.054
C -2.23220 1.53895 -4.66192 -0.006 0.019 0.064
Br -3.75816 2.05389 -5.65736 -0.014 0.006 -0.019
C -2.22095 1.72707 -3.26996 0.017 -0.018 -0.020
Br -3.68494 2.46750 -2.33052 -0.003 0.007 -0.005
C -1.12379 1.35915 -2.50411 0.172 -0.046 0.053
O -1.05105 1.47160 -1.20413 0.172 0.003 0.170
C 0.01879 0.78445 -3.15461 0.022 0.038 0.188
O 1.01669 0.43697 -2.37125 0.038 0.022 0.032
C -0.01297 0.59850 -4.52903 -0.069 0.088 0.011
Br 1.51533 -0.19080 -5.30741 0.041 0.001 -0.026
Se 3.35085 -0.28017 0.96203 0.066 0.136 -0.176
Te 4.15983 -2.59279 1.40562 -0.026 -0.080 0.033
Te 1.11915 -1.74273 4.02064 0.069 0.055 -0.002
Se 1.65865 0.29845 2.64162 0.036 -0.013 0.515
S -1.47743 -1.01093 0.85492 -0.022 -0.076 -0.028
C -1.91503 0.27744 1.89124 0.045 0.063 0.078
N -1.65198 0.13994 3.21287 -0.110 0.043 -0.067
C -1.88809 1.08740 4.13680 0.006 -0.057 -0.005
C -2.46504 2.26872 3.77535 -0.001 0.015 -0.003
C -2.75724 2.47310 2.41675 0.005 0.042 0.012
C -2.48690 1.50091 1.48510 0.016 -0.021 0.017
H -1.10211 -0.69746 3.48826 0.034 0.011 0.030
H -1.56624 0.84376 5.13990 0.010 -0.008 -0.005
H -2.64523 3.03520 4.51367 0.005 0.012 0.005
H -3.16522 3.41892 2.08289 -0.021 -0.016 -0.010
H -2.65413 1.65716 0.42786 -0.024 0.008 -0.010
O -2.66419 5.19794 0.66911 -0.010 -0.008 0.010
S -1.30640 5.64221 0.83736 -0.015 0.006 0.001
O -1.01241 7.01606 0.53575 0.016 0.008 0.003
N -0.25836 4.64670 0.04967 0.051 -0.062 0.014
C 0.52964 4.02812 0.87452 0.048 -0.025 -0.110
S 1.82587 2.98530 0.41619 -0.121 0.204 0.038
C 0.29415 4.34608 2.32875 0.022 -0.003 -0.057
C 0.95987 3.86903 3.44376 -0.020 -0.039 0.036
C 0.53994 4.30965 4.69463 -0.001 -0.011 -0.018
C -0.50930 5.21595 4.82346 0.011 -0.002 0.014
C -1.16720 5.70537 3.69987 -0.006 -0.006 -0.050
C -0.74123 5.24794 2.46972 0.010 0.038 0.076
H 1.77230 3.16356 3.33364 0.008 -0.039 -0.022
H 1.03764 3.93631 5.58099 -0.003 0.009 0.000
H -0.81453 5.54624 5.80928 0.005 -0.004 -0.004
H -1.97793 6.41810 3.78324 0.001 -0.006 0.000
Te 0.05792 -2.53659 -1.89776 -0.026 0.078 0.079
C 1.76696 -3.19715 -2.94486 0.027 -0.022 0.030
C 1.64991 -3.64463 -4.25628 -0.002 -0.011 0.019
C 2.78094 -4.04587 -4.95547 -0.007 -0.003 0.013
C 4.02722 -4.00476 -4.34417 -0.018 0.015 0.012
C 4.14130 -3.56092 -3.03340 -0.004 0.000 -0.022
C 3.01383 -3.15174 -2.33451 0.024 -0.004 -0.018
C -0.06614 -4.17722 -0.57299 -0.015 -0.079 -0.018
C 0.40601 -4.04207 0.72666 0.026 -0.028 -0.020
C 0.32111 -5.10981 1.61075 -0.025 -0.022 0.004
C -0.23516 -6.31154 1.20054 0.000 0.013 0.001
C -0.71435 -6.44909 -0.09768 0.003 0.018 -0.003
C -0.63482 -5.38215 -0.98111 0.018 -0.006 0.007
H 0.67963 -3.66221 -4.73693 0.006 0.003 -0.005
H 2.68766 -4.38200 -5.98142 -0.005 0.002 0.002
H 4.90971 -4.31162 -4.89361 -0.002 -0.002 0.005
H 5.10701 -3.51753 -2.54413 -0.010 -0.005 0.001
H 3.12007 -2.80857 -1.31227 -0.002 0.006 0.009
H 0.84853 -3.11576 1.06843 0.019 0.014 0.020
H 0.69573 -4.97999 2.61856 0.012 0.007 -0.006
H -0.29980 -7.14375 1.89228 0.001 0.003 -0.007
H -1.15524 -7.38522 -0.42067 0.005 0.003 -0.001
H -1.01318 -5.48501 -1.99091 -0.004 0.000 -0.006
```
Positions in Å, forces in eV/Å.

Output
- 2S+1: 1
- Total charge: -2
- HOMO-LUMO gap: 5.51 eV

(2)
Computed, not measured: a 10-piece molecular cluster, C12H44O16 overall at a distorted geometry, with ωB97M-V/def2-TZVPD.

Structure (XYZ):
```
72
Properties=species:S:1:pos:R:3:forces:R:3
O 17.33299 -4.61519 3.05268 -2.173 -0.831 -1.686
H 17.42798 -5.59446 3.03570 0.785 0.812 0.426
H 16.55349 -4.59509 2.41268 1.388 0.605 1.152
O 15.29190 -6.25468 4.15978 -1.042 1.541 0.713
H 14.93082 -5.38585 4.50888 0.908 -1.324 -0.737
H 14.51176 -6.78663 4.00660 -0.545 -0.201 -0.216
O 17.47491 -7.44311 2.97041 0.492 -0.798 -0.455
H 17.76075 -8.33024 3.24604 0.333 0.179 -0.182
H 16.59862 -7.37748 3.32097 -0.782 0.246 0.376
O 17.61919 -9.82135 6.16439 0.677 -1.557 -0.416
H 17.00001 -9.13417 6.03222 -1.514 1.712 -1.225
H 17.55913 -9.77400 7.09570 0.615 -0.604 1.987
C 19.14242 -11.99574 1.05538 1.074 -0.753 -0.168
C 19.37620 -10.60445 1.55361 -0.467 -1.123 2.753
O 18.21469 -10.14495 2.25262 -0.102 0.983 -1.124
O 20.32085 -12.39920 0.37500 -0.584 -0.255 -0.956
H 18.29318 -12.09473 0.40740 -0.254 0.336 -0.764
H 18.95570 -12.74209 1.82400 -0.161 0.213 0.757
H 19.64590 -9.95724 0.77239 0.049 1.003 -0.986
H 20.17881 -10.63275 2.32575 0.024 0.076 -0.712
H 18.04410 -10.76251 2.94721 -0.285 -0.532 0.846
H 21.04224 -12.31323 0.98538 0.615 -0.005 0.387
C 14.87698 -11.25295 2.49694 0.580 0.126 -1.555
C 14.95374 -9.79357 2.82662 -1.112 -0.017 0.280
O 15.59317 -9.71045 4.10884 -0.811 0.915 0.363
O 14.16768 -11.37239 1.27449 0.785 -0.493 -1.074
H 14.37156 -11.71081 3.29763 -1.095 -0.892 0.817
H 15.82507 -11.80349 2.40961 0.150 0.610 0.188
H 13.86254 -9.43698 2.85043 1.461 -0.229 0.045
H 15.45751 -9.23345 2.01682 0.154 -0.057 0.816
H 14.89629 -9.77005 4.80800 0.983 0.044 -0.857
H 14.85907 -11.39252 0.56529 -1.133 0.060 0.805
C 21.25992 -7.28813 1.79641 -1.027 0.885 -1.073
C 20.28152 -6.09592 1.74766 -0.170 -0.330 -0.279
O 19.84265 -5.93202 3.04564 -0.538 0.322 1.617
O 21.76168 -7.41259 0.49459 -0.055 -1.349 -0.985
H 20.79677 -8.22438 2.17714 -0.273 0.496 -0.320
H 22.06439 -7.12305 2.45733 1.046 0.626 0.741
H 19.39474 -6.35704 1.13726 0.377 -0.135 -0.322
H 20.67426 -5.11913 1.27053 -0.112 -1.634 1.147
H 19.29910 -6.71775 3.28136 0.438 0.849 -0.057
H 20.99747 -7.77040 0.01120 0.637 0.248 -0.305
C 15.35959 -6.89636 7.36236 0.522 -0.043 0.576
C 16.03551 -7.30235 8.67505 0.449 -0.551 -1.039
O 15.46066 -6.60084 9.74157 0.064 0.541 -0.400
O 15.98405 -7.64686 6.34994 0.005 -1.159 0.656
H 15.55382 -5.85970 7.11959 -0.347 0.551 0.354
H 14.27591 -7.12697 7.43115 0.446 0.333 0.010
H 17.16887 -7.35269 8.58813 -1.153 0.999 0.164
H 15.78511 -8.33608 8.76962 -0.284 -1.188 0.208
H 16.01997 -6.73053 10.49416 0.308 0.021 0.781
H 15.76235 -7.23032 5.52570 0.104 0.461 -0.950
C 15.97186 -7.33514 -1.58857 1.721 0.039 -1.563
C 16.49259 -7.54502 -0.21229 -1.051 -1.149 2.605
O 17.32722 -8.70043 -0.12748 -0.198 -0.084 -0.583
O 15.26828 -6.13923 -1.59580 -0.771 0.802 1.207
H 15.43186 -8.16367 -2.06203 -0.151 -0.134 0.630
H 16.86820 -7.18000 -2.21658 -0.031 -0.369 -0.033
H 15.64287 -7.64166 0.53486 0.474 -0.054 -0.921
H 17.02552 -6.69741 0.19245 0.330 0.616 -0.448
H 17.33012 -9.05684 0.77134 0.001 0.309 0.045
H 14.90910 -5.95260 -2.44850 -0.239 0.051 -0.815
C 21.01420 -9.43437 6.40104 0.136 -0.753 -0.825
C 20.76648 -8.86313 5.05211 -0.032 1.648 -0.226
O 19.44206 -8.52596 4.83674 -0.411 0.486 -0.683
O 22.30755 -10.00204 6.32698 0.875 0.402 1.110
H 20.34671 -10.27378 6.62416 -0.550 0.521 0.295
H 20.91027 -8.57243 7.05739 0.428 -0.576 0.796
H 21.17997 -9.45336 4.27924 0.249 -1.426 -1.036
H 21.34678 -7.94966 4.94847 0.171 0.311 0.191
H 18.90236 -9.14886 5.33109 -0.546 -0.195 0.249
H 22.22427 -10.75108 5.73801 0.146 -0.181 -0.116
```
Positions in Å, forces in eV/Å.

Output
- SMILES: OCCO.OCCO.OCCO.OCCO.OCCO.OCCO.O.O.O.O
- 2S+1: 1
- HOMO-LUMO gap: 8.58 eV